Entry 1:
{
  "formula": "C3H8N2O2",
  "method": "ωB97M-V/def2-TZVPD",
  "elements": ["N", "C", "O", "N", "C", "C", "O", "H", "H", "H", "H", "H", "H", "H", "H"],
  "coordinates": [[-1.72353, -0.23191, -1.35923], [-0.47262, -0.30716, -0.84553], [0.19546, -1.42600, -1.08321], [0.19494, 0.84838, -0.56818], [1.20281, 0.68325, 0.47699], [0.49064, -0.04527, 1.65029], [-0.35204, -0.99338, 1.12446], [-2.15007, -1.13277, -1.51828], [-2.34699, 0.48104, -1.01071], [-0.41771, 1.64067, -0.41440], [1.61397, 1.66270, 0.73628], [2.00726, 0.06593, 0.06707], [-0.06588, 0.70866, 2.24420], [1.26451, -0.46344, 2.31653], [0.24573, -1.67068, -0.05489]],
  "mulliken_charge": [-0.50, 0.79, -0.63, -0.30, -0.74, -0.27, -0.80, 0.24, 0.23, 0.28, 0.40, 0.27, 0.28, 0.29, 0.45],
  "homo_energy_ev": -8.755,
  "relative_energy_kj_mol": 197.57,
  "spin_multiplicity": 1,
  "homo_lumo_gap_ev": 9.46,
  "e_tot_ev": -10314.9046
}



Entry 2:
{
  "formula": "C35H33N3P2V",
  "method": "ωB97M-V/def2-TZVPD",
  "elements": ["V", "C", "P", "C", "C", "C", "C", "C", "C", "C", "C", "C", "C", "C", "C", "C", "C", "C", "C", "C", "P", "C", "C", "C", "C", "C", "C", "C", "C", "C", "C", "C", "C", "N", "H", "H", "H", "H", "H", "H", "H", "H", "H", "H", "H", "H", "H", "H", "H", "H", "H", "H", "H", "H", "H", "H", "H", "H", "H", "H", "N", "C", "C", "C", "N", "C", "C", "H", "H", "H", "H", "H", "H", "H"],
  "coordinates": [[0.20718, 0.47429, 0.71169], [-2.68602, -0.25171, 1.80259], [-1.73482, -1.02911, 0.52169], [-1.14292, -2.65261, 0.99719], [-0.70252, -2.91321, 2.30269], [-0.05652, -4.11331, 2.62319], [0.16558, -5.07451, 1.64119], [-0.26232, -4.83861, 0.33979], [-0.90432, -3.63791, 0.02269], [-2.82812, -1.22301, -0.89131], [-3.94242, -2.06841, -0.90161], [-4.74412, -2.17071, -2.04321], [-4.44192, -1.42811, -3.18441], [-3.33842, -0.58071, -3.18741], [-2.53942, -0.47931, -2.04811], [-2.54672, 1.17539, 1.37729], [-3.47732, 2.19129, 1.48869], [-2.83512, 3.34759, 1.08749], [-1.54142, 2.98189, 0.75699], [-0.41122, 3.88189, 0.41739], [1.03618, 2.79149, 0.52159], [1.22458, 2.12009, -1.16481], [0.88908, 2.81399, -2.33861], [1.04698, 2.22189, -3.59621], [1.54108, 0.92679, -3.70261], [1.87718, 0.21969, -2.55101], [1.71808, 0.81289, -1.29511], [2.36898, 4.02629, 0.69059], [2.57848, 4.57819, 1.96749], [3.56778, 5.53959, 2.19209], [4.37038, 5.96729, 1.13899], [4.18868, 5.42479, -0.12881], [3.20178, 4.45729, -0.35021], [-1.40542, 1.64879, 0.82909], [-2.26112, -0.33981, 2.80669], [-3.73862, -0.54471, 1.84299], [-0.79772, -2.16181, 3.08249], [0.30498, -4.27911, 3.63459], [0.69278, -5.99301, 1.88339], [-0.06922, -5.56961, -0.44091], [-1.17112, -3.46281, -1.01851], [-4.19102, -2.66481, -0.02731], [-5.60372, -2.83541, -2.04311], [-5.06402, -1.51101, -4.07141], [-3.09252, 0.00219, -4.07071], [-1.67912, 0.19169, -2.06581], [-4.49082, 2.10329, 1.85789], [-3.24462, 4.34959, 1.08509], [-0.37192, 4.66329, 1.18499], [-0.59292, 4.37029, -0.54111], [0.51458, 3.83099, -2.30181], [0.78148, 2.77769, -4.49221], [1.66128, 0.46489, -4.67861], [2.25468, -0.79581, -2.62301], [1.96908, 0.23159, -0.40851], [1.97268, 4.25359, 2.81279], [3.71288, 5.94619, 3.18859], [5.14188, 6.71319, 1.30909], [4.82108, 5.74649, -0.95321], [3.11168, 4.05009, -1.35181], [1.96458, -5.51321, 0.75919], [1.68768, -4.14041, 0.75289], [1.31908, -3.49041, 1.92769], [0.92288, -2.16311, 1.86069], [0.83618, -1.46151, 0.71169], [1.14088, -2.12921, -0.42041], [1.54628, -3.45501, -0.45071], [2.34328, -5.85581, 1.63699], [2.50298, -5.83131, -0.04091], [1.33648, -4.00021, 2.88379], [0.64588, -1.61781, 2.75809], [1.03708, -1.55681, -1.33751], [1.74568, -3.93641, -1.40071], [1.95968, 0.47429, 0.71169]],
  "mulliken_charge": [0.03, -0.64, 1.34, 0.75, -1.18, -0.38, -0.49, -0.74, -1.14, -0.07, 0.01, -0.86, -0.51, -0.79, -0.12, 0.19, -1.21, -0.99, -0.08, -1.11, 0.88, 0.60, -0.21, -0.84, -0.89, -0.80, -0.81, 0.65, -0.40, -0.84, -0.44, -0.81, -0.24, 0.92, 0.36, 0.49, 0.79, 0.51, 0.72, 0.51, 0.55, 0.48, 0.43, 0.42, 0.45, 0.24, 0.53, 0.53, 0.66, 0.45, 0.41, 0.48, 0.47, 0.63, 0.88, 0.40, 0.41, 0.40, 0.41, 0.31, -0.23, 0.22, 0.13, -0.90, 0.50, -0.08, -1.85, 0.29, 0.29, -0.24, 1.02, 0.22, 0.41, 0.52],
  "charge": 2,
  "homo_energy_ev": [-11.966, -12.103],
  "spin_multiplicity": 2,
  "homo_lumo_gap_ev": [4.38, 5.54],
  "e_tot_ev": -85536.4576
}



Entry 3:
{
  "formula": "C4H6Cl2O3P",
  "method": "ωB97M-V/def2-TZVPD",
  "elements": ["C", "C", "Cl", "C", "P", "Cl", "H", "H", "H", "H", "H", "C", "O", "O", "O", "H"],
  "coordinates": [[0.42256, 0.82388, -1.42638], [0.79862, -0.70613, -0.91373], [0.16047, -2.21016, -1.86444], [1.65913, -0.93074, 0.31648], [2.41317, 0.49882, 1.33371], [2.01852, -2.69860, 0.87923], [0.61495, 1.65466, -0.61154], [-0.74624, 0.87492, -1.65681], [1.00445, 1.14431, -2.39765], [2.20409, 0.35426, 2.75145], [3.81902, 0.50270, 1.00373], [-2.95779, 0.29440, 0.86441], [-1.71172, 0.43343, 0.82012], [-3.40497, -0.29216, -0.23697], [-3.79621, 0.60660, 1.73915], [-2.49804, -0.35019, -0.60077]],
  "mulliken_charge": [-0.79, 0.45, -0.20, -0.04, -0.09, -0.25, 0.28, 0.19, 0.29, 0.07, 0.06, 0.72, -0.71, -0.54, -0.77, 0.32],
  "charge": -1,
  "homo_energy_ev": -4.215,
  "relative_energy_kj_mol": 300.11,
  "spin_multiplicity": 1,
  "homo_lumo_gap_ev": 7.09,
  "e_tot_ev": -44719.8207
}



Entry 4:
{
  "formula": "C2H3BrINO",
  "method": "ωB97M-V/def2-TZVPD",
  "elements": ["C", "C", "N", "O", "Br", "I", "H", "H", "H"],
  "coordinates": [[0.25486, -0.56510, -0.26318], [0.81549, 0.82657, -0.28005], [-0.94221, -0.72589, 0.35535], [0.77316, -1.54334, -0.74504], [-1.69957, -2.39949, 0.43238], [-2.08386, 0.91772, 1.34964], [1.10754, 1.11952, 0.72736], [0.08276, 1.53939, -0.65215], [1.69182, 0.83063, -0.92431]],
  "mulliken_charge": [1.07, -1.24, -0.44, -0.58, 0.04, 0.19, 0.33, 0.35, 0.28],
  "homo_energy_ev": -9.445,
  "relative_energy_kj_mol": 83.76,
  "spin_multiplicity": 1,
  "homo_lumo_gap_ev": 7.49,
  "e_tot_ev": -83801.6323
}